#1
The following is a DFT calculation (ωB97M-V/def2-TZVPD) of a cluster of 2 separate species, CH2NO3S in total.

Results
LUMO (alpha / beta)	0.133 / 0.133	hartree
net charge	-1

Geometry (Å):
C: -0.185 -0.552 -0.084
N: 1.924 0.081 0.304
O: -1.254 1.913 -0.549
O: -0.122 -1.668 0.277
O: -2.559 0.008 -1.378
S: -1.843 0.645 -0.210
H: 1.873 0.446 1.284
H: 2.165 -0.873 0.357

#2
The following is a DFT calculation (ωB97M-V/def2-TZVPD) of a cluster of 2 separate species, CH2NO3S in total.

Results
LUMO	0.139	hartree
net charge	-1

Geometry (Å):
C: -0.161 0.411 0.219
N: 1.455 0.277 1.637
O: 1.077 -0.494 2.520
O: 2.601 0.539 1.273
O: -1.660 2.635 0.010
S: -1.769 1.170 0.429
H: 0.350 0.681 -0.708
H: -0.068 -0.655 0.430

Stability, descending: #1, #2

#1
The following is a DFT calculation (ωB97M-V/def2-TZVPD) of a cluster of 4 separate species, C3H14O3S in total.

Results
LUMO	0.021	hartree
structure (SMILES)	CCSC.O.O.O
net charge	0

Geometry (Å):
C: 2.651 0.123 0.198
C: 1.694 0.387 1.334
S: 0.086 1.167 0.851
C: -0.444 -0.055 -0.365
H: 3.320 0.969 0.013
H: 3.409 -0.583 0.572
H: 2.173 -0.180 -0.728
H: 1.356 -0.512 1.824
H: 2.095 1.073 2.080
H: -0.099 0.253 -1.365
H: -1.497 -0.237 -0.497
H: 0.088 -0.990 -0.190
O: -0.044 3.613 -3.936
H: -0.603 2.986 -3.465
H: 0.807 3.164 -3.989
O: -2.764 -0.778 3.121
H: -2.100 -1.008 3.777
H: -3.546 -0.507 3.620
O: -2.185 -3.051 -0.595
H: -2.934 -2.656 -1.048
H: -1.462 -3.179 -1.212

#2
The following is a DFT calculation (ωB97M-V/def2-TZVPD) of a cluster of 4 separate species, C3H14O3S in total.

Results
LUMO	0.018	hartree
structure (SMILES)	CCCS.O.O.O
net charge	0

Geometry (Å):
C: 0.439 -2.247 0.417
C: 1.648 -1.376 0.151
C: 1.178 0.081 -0.089
S: 2.558 1.288 -0.448
H: 0.731 -3.297 0.461
H: -0.078 -2.054 1.361
H: -0.319 -2.020 -0.336
H: 2.160 -1.685 -0.757
H: 2.305 -1.273 1.015
H: 0.500 0.055 -0.944
H: 0.602 0.530 0.711
H: 3.511 0.332 -0.475
O: -0.955 2.316 -1.094
H: -0.797 2.126 -0.144
H: -0.319 2.970 -1.339
O: -2.448 -0.034 -0.823
H: -3.386 -0.071 -1.068
H: -2.113 0.755 -1.246
O: -1.375 1.196 1.456
H: -2.120 0.838 0.940
H: -1.722 1.568 2.251

Stability, descending: #2, #1

#1
The following is a DFT calculation (ωB97M-V/def2-TZVPD) of an isolated molecule of C3H2N2.

Results
LUMO (alpha / beta)	-0.026 / -0.026	hartree
net charge	0

Geometry (Å):
C: 0.096 0.842 -0.114
C: -1.273 0.974 0.037
C: 1.105 0.045 -0.068
N: -1.630 -0.229 -0.107
N: -1.611 -1.359 -0.010
H: 1.361 -0.443 0.999
H: 1.952 0.170 -0.738

#2
The following is a DFT calculation (ωB97M-V/def2-TZVPD) of a structure of composition C3H2N2.

Results
LUMO (alpha / beta)	-0.016 / -0.016	hartree
net charge	0

Geometry (Å):
C: 1.347 -0.292 -0.102
C: -1.223 0.309 0.683
C: 0.110 -0.085 -0.653
N: 2.447 -0.339 0.309
N: -0.701 1.065 -0.131
H: -1.821 0.020 1.540
H: -0.158 -0.678 -1.647

Stability, descending: #2, #1

#1
The following is a DFT calculation (ωB97M-V/def2-TZVPD) of a cluster of 2 separate species, C7H10S in total.

Results
LUMO	-0.010	hartree
structure (SMILES)	C=CC(=C)C=C.C=S
net charge	0

Geometry (Å):
C: -1.521 -1.249 -0.820
C: -0.731 -0.233 -0.651
C: -0.454 0.361 0.712
C: -0.613 -0.423 1.794
C: 0.039 1.705 0.683
C: -0.352 2.525 -0.304
H: -1.796 -1.661 -1.752
H: -2.118 -1.621 0.025
H: 0.084 0.038 -1.454
H: -0.074 -0.156 2.771
H: -0.922 -1.496 1.602
H: 0.547 2.147 1.566
H: -0.018 3.566 -0.471
H: -1.026 2.288 -1.174
C: 2.127 -1.480 -0.629
S: 3.550 -0.891 -0.209
H: 1.197 -1.172 -0.257
H: 2.080 -2.247 -1.432

#2
The following is a DFT calculation (ωB97M-V/def2-TZVPD) of an isolated molecule of C7H10S.

Results
LUMO	0.034	hartree
structure (SMILES)	C#C[C@@H]1[C@@H](C)C[C@@H]1S
net charge	0

Geometry (Å):
C: 1.242 2.571 0.265
C: 0.539 1.639 -0.098
C: -0.357 0.691 -0.522
C: -1.532 0.284 0.424
C: -2.728 -0.197 -0.424
C: -0.769 -0.985 0.916
C: 0.183 -0.848 -0.363
S: 1.876 -1.207 -0.132
H: 2.030 3.345 0.228
H: -0.815 0.969 -1.535
H: -1.879 1.013 1.212
H: -2.561 -0.933 -1.228
H: -3.389 -0.704 0.436
H: -3.360 0.744 -0.689
H: -0.307 -0.575 1.905
H: -1.188 -1.972 1.229
H: -0.259 -1.391 -1.132
H: 2.240 -0.105 0.500

Stability, descending: #2, #1

#1
The following is a DFT calculation (ωB97M-V/def2-TZVPD) of a cluster of 2 separate species, C12H14N2O in total.

Results
LUMO	-0.069	hartree
net charge	0

Geometry (Å):
C: 2.764 0.458 -1.599
O: 1.390 0.877 -1.792
C: 0.490 -0.052 -1.657
C: -0.889 0.276 -1.789
C: -1.834 -0.773 -1.773
C: -3.184 -0.490 -1.900
C: -3.619 0.838 -2.044
C: -2.680 1.883 -2.065
C: -1.326 1.619 -1.948
H: 3.336 1.385 -1.601
H: 2.859 -0.077 -0.648
H: 3.070 -0.195 -2.428
H: 0.841 -1.080 -1.496
H: -1.442 -1.784 -1.654
H: -3.919 -1.298 -1.882
H: -4.681 1.058 -2.138
H: -3.020 2.916 -2.172
H: -0.571 2.404 -1.975
C: 0.984 -0.351 4.606
C: 1.128 -0.726 3.180
C: 0.857 0.067 2.008
N: 1.148 -0.692 0.921
C: 1.558 -1.906 1.391
N: 1.565 -1.946 2.761
H: 0.610 0.679 4.682
H: 0.279 -1.022 5.123
H: 1.949 -0.416 5.134
H: 0.490 1.087 1.995
H: 1.845 -2.738 0.761

#2
The following is a DFT calculation (ωB97M-V/def2-TZVPD) of an isolated molecule of C12H14N2O.

Results
LUMO	0.021	hartree
structure (SMILES)	CC(C)[C@](C#N)(C(N)=O)c1ccccc1
net charge	0

Geometry (Å):
C: 2.028 0.341 -2.215
C: 0.674 0.003 -1.565
C: -0.459 0.931 -2.207
C: 0.744 0.269 0.002
C: 1.028 1.744 0.049
N: 1.280 2.852 -0.129
C: 1.890 -0.582 0.628
N: 1.661 -1.977 0.663
O: 2.888 -0.095 1.154
C: -0.539 0.004 0.715
C: -0.601 0.598 2.016
C: -1.669 0.386 2.853
C: -2.772 -0.296 2.413
C: -2.777 -0.854 1.155
C: -1.614 -0.725 0.312
H: 2.187 1.346 -1.929
H: 1.894 0.118 -3.280
H: 2.806 -0.282 -2.064
H: 0.440 -1.053 -1.828
H: -0.247 1.963 -1.878
H: -1.520 0.848 -1.878
H: -0.494 0.740 -3.293
H: 0.863 -2.362 0.100
H: 2.505 -2.508 0.907
H: 0.353 0.969 2.317
H: -1.742 0.840 3.797
H: -3.456 -0.508 3.132
H: -3.625 -1.334 0.673
H: -1.727 -1.374 -0.618

Stability, descending: #2, #1